[1]
The following is a DFT calculation (the ωB97M-V functional and the def2-TZVPD basis) of CH5N3S in the gas phase.

Summary:
HOMO-LUMO gap   9.79 eV
Calculated total energy   -16422.971 eV
SMILES   [H]/N=C(\N)NS
Highest occupied orbital energy   -9.14 eV

CARTESIAN COORDINATES (ANGSTROEM)
C  0.053326  -0.308778  -0.067797
H  1.068257  -1.928858  0.290472
H  1.949475  -0.601815  -0.094825
H  -1.107585  -1.752719  0.023892
H  0.769943  1.483323  0.383860
H  -1.841657  1.652749  0.322349
N  1.168910  -0.950050  0.396396
N  -1.164733  -0.755474  -0.249790
N  0.252443  1.031332  -0.334820
S  -1.148379  2.130291  -0.669738

Cartesian forces, eV/Å:
-4.01 0.56 -0.73
0.16 -1.01 0.08
1.32 0.21 -0.37
-0.52 0.37 -0.44
0.75 0.26 0.42
-0.94 -0.31 0.82
-0.48 0.26 0.38
2.37 -1.02 1.02
-0.79 1.83 -0.73
2.14 -1.17 -0.45

---

[2]
The following is a DFT calculation (the ωB97M-V functional and the def2-TZVPD basis) of 17 unconnected molecules or ions with the total composition C4H40O16.

Summary:
HOMO-LUMO gap   8.75 eV
Calculated total energy   -37551.283 eV
Highest occupied orbital energy   -9.01 eV

CARTESIAN COORDINATES (ANGSTROEM)
C  -1.819610  -0.611160  -3.501956
C  -1.230111  -2.013594  -3.395292
C  -0.387426  -2.538578  -2.397657
C  -0.170434  -4.073161  -2.339163
H  -0.888035  -0.046067  -3.444374
H  -2.459839  -0.521694  -4.462784
H  -2.683337  -0.585396  -2.879020
H  -1.323599  -2.663052  -4.386661
H  -0.084082  -1.988545  -1.488938
H  -1.190939  -4.453020  -2.281782
H  0.152013  -4.786369  -3.017203
H  0.212790  -4.550348  -1.356291
H  3.868726  0.621399  0.858351
H  2.540435  1.104326  1.640149
O  3.559865  1.040229  1.729803
H  0.301435  1.179758  -3.341544
H  1.250016  2.234522  -2.696068
O  0.476083  2.114891  -3.349900
H  3.700328  -1.489669  3.632846
H  3.631162  -0.432828  2.499471
O  3.733118  -1.359857  2.740013
H  -1.346230  -3.316711  1.467743
H  -0.755420  -3.308022  2.770530
O  -0.518513  -3.121870  1.884210
H  -1.331615  2.877754  -3.238818
H  -1.202606  4.364291  -2.759645
O  -1.831543  3.671320  -2.844312
H  -0.474237  2.661271  0.985532
H  -1.754450  1.922936  0.581928
O  -1.261223  2.409173  1.214760
H  0.828144  -1.011464  -1.971962
H  0.685290  -0.406095  -0.655736
O  0.313641  -0.408062  -1.477510
H  0.624819  1.142136  2.442919
H  0.927887  2.298667  3.526795
O  1.225909  1.525424  2.998592
H  -1.096570  -0.091709  0.493479
H  -0.717341  -0.786281  1.821580
O  -0.514244  -0.025779  1.246401
H  3.819543  -1.473259  -0.576172
H  3.858332  -1.949473  0.795408
O  3.499063  -1.119264  0.285997
H  1.578116  4.087163  0.494459
H  1.525758  3.655551  1.967858
O  0.998011  3.647197  1.138169
H  -1.978594  1.757400  -1.276726
H  -3.323995  2.175439  -1.082039
O  -2.810747  1.302021  -1.129075
H  -2.543273  0.371558  2.190291
H  -2.513616  1.285067  3.441701
O  -2.224109  0.394740  3.180076
H  -3.941949  -1.722139  0.190433
H  -2.906993  -2.529425  -0.088675
O  -3.384753  -2.462540  0.626665
H  3.630990  3.421257  -2.619605
H  3.312378  1.963739  -2.683294
O  3.085236  2.763034  -3.148653
H  -0.763289  -2.349924  4.589913
H  -2.317611  -2.592982  4.132637
O  -1.496428  -2.952007  4.353226

Cartesian forces, eV/Å:
-0.42 -2.22 -2.43
2.15 -2.37 -0.36
-2.06 -1.59 -2.24
-1.68 -0.27 3.43
-1.42 1.09 0.27
1.98 0.07 0.76
0.25 1.07 1.74
-0.09 1.00 2.40
-1.45 -1.85 -0.86
-0.45 0.01 0.19
1.57 -0.25 -2.43
-0.10 1.62 -1.17
-0.76 0.67 1.89
2.46 0.05 0.45
-1.43 0.12 -2.19
0.02 -0.51 0.19
-1.79 -0.07 -1.73
1.47 0.63 1.34
-0.16 -0.20 3.51
-0.05 0.77 0.24
0.39 -1.10 -2.99
-0.73 -0.08 -0.81
-0.15 -0.28 1.99
0.93 0.43 -1.64
-0.57 2.01 0.85
0.96 0.69 0.00
-0.45 -2.60 -0.69
6.97 2.12 -2.57
-0.13 -0.44 -0.88
-7.60 -0.88 3.50
1.11 -0.39 -1.09
1.69 0.36 4.04
-1.16 3.39 -2.21
-3.60 -1.04 -2.01
-0.41 -1.33 -0.97
3.37 2.14 3.26
-0.27 -0.19 -0.36
0.23 0.01 -0.44
0.84 -0.95 0.23
-0.57 0.97 0.13
-1.32 2.62 -0.04
1.77 -3.79 -1.10
-0.37 -0.18 0.26
-0.49 -0.27 -0.88
1.40 0.75 0.30
0.88 -0.35 -0.59
0.28 -1.91 -0.10
-1.11 2.35 0.58
1.14 0.08 3.00
0.28 -0.35 -0.03
-1.76 0.20 -2.31
0.48 -1.44 1.92
5.08 -1.64 -5.99
-5.48 3.14 3.94
-1.01 -0.89 -1.16
0.20 -0.85 0.06
1.26 1.74 1.32
-1.44 0.16 -0.27
-1.52 1.82 -0.32
2.83 -1.82 1.06

---

[3]
The following is a DFT calculation (the ωB97M-V functional and the def2-TZVPD basis) of 10 unconnected molecules or ions with the total composition C43H81Cl9F16O2.

Summary:
HOMO-LUMO gap   10.58 eV
Calculated total energy   -206177.352 eV
SMILES   FC(F)C(F)(F)COC(F)(F)C(F)F.FC(F)C(F)(F)COC(F)(F)C(F)F.ClC(Cl)Cl.ClC(Cl)Cl.ClC(Cl)Cl.CCCCCC.CCCCCC.CCCCCC.CCCCCC.CCCCCC
Highest occupied orbital energy   -10.25 eV

CARTESIAN COORDINATES (ANGSTROEM)
C  -6.414700  -0.734801  6.143253
C  -6.370424  -2.310267  6.021255
C  -5.660466  -2.806978  4.780326
F  -5.702225  -4.165965  4.778317
F  -6.275882  -2.521352  3.620530
F  -5.776560  -2.733419  7.152236
F  -7.621169  -2.681354  6.057488
O  -5.074626  -0.337636  6.255063
C  -4.681381  0.977984  6.011021
C  -3.109333  1.119261  6.036809
F  -2.289234  0.123944  5.610134
F  -2.616777  2.277348  5.590420
F  -5.114130  1.227332  4.732052
F  -5.319149  1.727286  6.899617
H  -7.030405  -0.431577  6.990047
H  -6.871343  -0.203206  5.308400
H  -4.632177  -2.462728  4.890839
H  -2.881939  1.023959  7.098552
C  -1.301764  1.518847  -0.726747
C  -0.899333  1.228007  -2.258802
C  -0.664484  -0.382296  -2.520392
F  0.539630  -0.868253  -2.013125
F  -1.665462  -1.244054  -2.334764
F  -1.781475  1.821410  -3.139170
F  0.257352  1.894285  -2.396956
O  -2.530711  0.860235  -0.399981
C  -3.333579  1.595077  0.562953
C  -4.491976  0.734417  0.985308
F  -4.052133  -0.452310  1.505979
F  -5.268291  1.256886  1.849934
F  -2.568825  1.826941  1.555732
F  -3.729303  2.731784  0.009658
H  -1.358891  2.575756  -0.466430
H  -0.386689  1.246800  -0.200705
H  -0.399691  -0.544716  -3.565198
H  -5.220601  0.522777  0.202742
C  1.516331  3.056445  2.774395
C  1.014765  2.657089  1.470219
C  1.448638  3.618676  0.395152
C  0.615410  4.922034  0.387473
C  1.006489  6.017666  -0.639580
C  1.015931  5.536612  -2.111033
H  1.221089  4.040228  3.139227
H  2.604575  3.045135  2.713473
H  1.150028  2.294308  3.462193
H  1.402475  1.644568  1.358071
H  -0.071187  2.567666  1.499093
H  1.306889  3.132383  -0.570007
H  2.524950  3.730044  0.526556
H  -0.450870  4.765650  0.224106
H  0.561502  5.346122  1.390140
H  0.199318  6.748617  -0.591761
H  1.941044  6.547790  -0.456110
H  1.327354  6.368223  -2.743128
H  1.750712  4.738829  -2.219276
H  0.116302  5.080097  -2.523779
C  2.064872  2.692055  -4.944423
C  3.035003  2.499778  -3.808321
C  4.456382  2.014889  -4.288040
C  5.231726  3.059938  -5.196786
C  6.605950  2.670384  -5.651099
C  7.286889  3.695770  -6.573740
H  2.291537  3.707999  -5.267821
H  1.028229  2.757419  -4.613948
H  2.152196  1.884482  -5.671261
H  3.184271  3.384561  -3.189462
H  2.576748  1.787459  -3.122239
H  4.230472  1.050726  -4.743500
H  5.144929  1.873318  -3.454999
H  4.711137  3.214603  -6.141869
H  5.214044  4.049649  -4.740435
H  7.324812  2.555564  -4.839832
H  6.576196  1.721406  -6.186508
H  6.810847  3.573766  -7.546682
H  7.183143  4.758183  -6.353248
H  8.288647  3.396141  -6.881646
C  4.055110  -1.927982  -2.672046
C  5.351902  -1.566105  -3.355741
C  6.616860  -2.255050  -2.791503
C  7.893497  -1.831747  -3.556421
C  8.330377  -0.345744  -3.332631
C  9.709933  -0.065271  -3.909668
H  4.055667  -3.007318  -2.824148
H  3.143555  -1.420616  -2.987875
H  4.256008  -1.877559  -1.601910
H  5.244677  -1.749984  -4.424759
H  5.540146  -0.492825  -3.328549
H  6.433637  -3.296979  -3.054008
H  6.597904  -2.136207  -1.708168
H  8.644532  -2.594638  -3.351352
H  7.605958  -1.981128  -4.597148
H  7.657493  0.303149  -3.893224
H  8.453378  -0.094010  -2.279256
H  10.145653  0.895649  -3.636024
H  10.454861  -0.838743  -3.722789
H  9.521836  -0.028334  -4.982678
C  -2.514300  -5.286823  3.515308
C  -2.208182  -4.322134  2.268960
C  -3.163882  -4.578785  1.111314
C  -3.347495  -3.390378  0.155265
C  -4.151845  -3.638913  -1.077590
C  -5.213787  -4.712071  -0.959827
H  -2.938349  -6.183056  3.062503
H  -3.131045  -4.923574  4.337356
H  -1.500088  -5.488762  3.859827
H  -2.223505  -3.264082  2.530473
H  -1.241876  -4.593043  1.843584
H  -4.184250  -4.619485  1.492496
H  -2.988733  -5.460343  0.494639
H  -3.773546  -2.550564  0.704177
H  -2.358413  -2.997818  -0.080782
H  -4.683034  -2.712591  -1.296342
H  -3.475382  -3.869983  -1.900454
H  -5.946243  -4.532961  -0.172734
H  -5.872368  -4.816201  -1.822110
H  -4.785799  -5.709692  -0.861464
C  0.111258  -0.820873  1.787718
C  0.051667  -1.143433  3.315063
C  1.180886  -2.063927  3.894715
C  1.123524  -2.459526  5.369868
C  1.090728  -1.275580  6.363424
C  1.029007  -1.685408  7.819678
H  1.056931  -0.322983  1.573449
H  -0.751248  -0.243212  1.455323
H  0.074949  -1.779372  1.269957
H  0.169829  -0.186471  3.823363
H  -0.949416  -1.463068  3.604473
H  2.112423  -1.579785  3.601551
H  1.249879  -2.908145  3.208683
H  0.197184  -2.971945  5.629531
H  2.006068  -2.985195  5.734390
H  1.934614  -0.598051  6.233341
H  0.224624  -0.624898  6.242689
H  1.977189  -2.050595  8.214243
H  0.529666  -0.963600  8.466014
H  0.358296  -2.539346  7.914861
C  -8.697389  0.723220  0.961921
Cl  -8.316940  0.123566  2.677255
Cl  -10.379403  1.444720  1.012683
Cl  -8.573987  -0.658990  -0.154281
H  -8.004561  1.544851  0.780242
C  -6.140927  2.330759  -3.255000
Cl  -5.599829  0.814983  -2.526984
Cl  -6.164372  3.614840  -1.983815
Cl  -7.770907  2.047440  -3.982491
H  -5.385274  2.543293  -4.011256
C  1.044126  -3.133324  -6.341453
Cl  -0.609003  -3.708937  -6.554781
Cl  1.857348  -4.053015  -4.981732
Cl  1.019559  -1.359057  -6.002376
H  1.631008  -3.261933  -7.250924

Cartesian forces, eV/Å:
-0.18 0.02 -0.70
-0.19 3.56 0.30
0.26 -1.51 0.24
0.49 -0.41 0.70
0.08 1.40 0.20
0.62 -0.70 -0.08
-2.08 -1.15 -0.17
2.56 0.43 0.61
-0.88 -3.14 -2.50
0.83 -0.58 3.67
-1.15 -0.38 -1.61
-0.81 0.24 -0.67
-0.02 1.16 0.46
0.51 1.24 -0.19
0.24 -0.43 0.46
-0.06 -0.59 -0.50
0.20 0.06 -0.83
-0.36 0.78 0.52
0.02 -0.02 -1.58
-1.49 -0.22 2.98
1.88 0.55 -3.36
-1.21 0.79 1.44
-0.38 0.53 1.45
0.61 -1.36 0.52
0.48 -0.52 -0.52
-0.73 0.53 0.84
1.39 -2.35 -3.47
-0.69 -3.01 -2.66
0.50 0.45 -0.17
-1.50 2.66 3.55
1.65 1.30 3.08
-0.54 0.78 -0.02
-0.19 0.30 -0.87
-0.38 -1.00 0.46
-0.54 0.99 -0.57
0.95 -0.39 -1.12
0.52 0.19 1.92
-0.86 -0.21 -0.95
-0.83 -0.16 -0.91
0.70 0.54 0.07
-1.10 -0.59 -0.59
0.86 -0.35 0.41
-0.17 0.01 -0.09
0.14 -0.06 0.46
0.38 0.20 0.60
-0.01 0.03 -0.73
-0.17 0.01 -0.04
0.15 0.05 -0.22
0.09 0.64 -0.18
-0.11 -0.78 -0.38
0.52 0.23 0.16
0.12 0.36 0.23
0.08 -0.25 0.30
-0.10 -0.08 -0.16
0.29 0.09 -0.10
-0.44 0.35 0.39
0.00 1.14 0.46
1.17 -0.77 0.76
-0.36 1.35 -0.13
-1.53 -0.71 -0.38
1.65 0.43 0.44
-0.88 -0.74 -1.63
-0.12 -0.24 -1.22
0.01 -0.24 0.17
0.10 0.37 -0.33
-0.23 0.35 -0.23
0.50 -0.43 0.14
0.69 -0.06 -0.45
-0.31 -0.34 0.34
-0.57 -0.01 -0.06
0.16 -0.02 0.41
-0.28 -0.36 0.54
-0.04 -0.14 0.05
-0.49 0.33 -0.26
0.27 -0.17 0.53
0.37 0.27 0.79
1.36 -1.14 0.62
0.60 1.61 -0.45
-1.20 0.02 -1.27
-0.93 0.50 0.76
0.98 -1.11 0.09
-0.07 -0.12 -1.21
-1.04 -0.24 -0.15
0.21 -0.12 0.03
-0.58 0.53 0.26
0.22 -0.34 -0.22
-0.16 0.26 0.22
0.31 -0.44 0.51
0.48 0.00 0.05
0.48 0.42 0.16
0.29 0.18 -0.30
-0.34 0.12 0.66
-0.97 -0.07 0.21
-0.21 0.04 0.19
-0.10 -0.08 0.16
0.64 -0.02 -0.32
1.37 0.84 -1.81
-0.85 -1.19 0.17
-1.73 1.32 -0.33
1.44 0.60 1.24
-0.64 0.04 -0.71
-0.66 -0.72 -0.25
-0.03 -0.16 0.43
-0.06 0.22 -0.36
-0.26 -0.45 0.63
0.11 0.01 0.08
0.42 0.28 0.52
-0.09 -0.88 0.41
0.36 -0.30 0.48
-0.24 -0.22 0.28
0.23 0.02 -0.48
0.19 0.17 -0.44
-0.15 -0.01 -0.23
0.34 0.00 0.47
0.29 0.38 -0.50
0.01 0.00 0.39
0.18 -1.32 1.25
0.35 0.80 0.53
-0.32 0.24 -1.64
-0.26 1.59 0.86
-0.21 1.12 -0.04
-0.48 -1.16 0.18
-0.14 -0.03 -0.24
0.13 0.13 0.17
0.12 0.04 -0.39
-0.12 0.23 0.18
-0.03 -0.39 -0.08
0.33 0.41 0.62
-0.34 -0.71 0.35
0.14 -0.68 -0.39
-0.10 -0.73 -0.61
0.28 -0.05 -0.25
-0.22 -0.11 -0.58
0.09 0.36 0.17
0.62 0.39 0.01
-0.12 -0.33 -0.11
-0.95 -0.46 1.54
-0.19 0.45 -1.32
1.26 -0.58 -0.30
0.01 1.04 0.42
-0.08 -0.43 -0.34
-0.42 -0.32 0.50
0.07 -0.12 0.06
-0.12 -0.55 -0.94
0.98 0.53 0.31
-0.52 0.42 0.04
0.20 0.17 0.91
0.39 0.02 -0.07
-0.53 0.78 -1.06
0.17 -0.76 -0.03
-0.21 -0.15 0.28